No. 1
{"formula": "C16H29F3NNaO3", "method": "wB97M-V/def2-TZVPD", "multiplicity": 1, "molar_mass_g_mol": 363.40, "homo_energy_ev": -6.57, "homo_lumo_gap_ev": 4.44, "energy_ev": -37252.993, "elements": ["C", "C", "C", "C", "C", "C", "C", "C", "N", "C", "C", "O", "C", "F", "F", "F", "C", "O", "O", "C", "C", "C", "C", "H", "H", "H", "H", "H", "H", "H", "H", "H", "H", "H", "H", "H", "H", "H", "H", "H", "H", "H", "H", "H", "H", "H", "H", "H", "H", "H", "H", "H", "Na"], "coordinates": [[0.593, 3.674, 2.012], [-0.892, 3.356, 2.635], [-0.901, 2.078, 3.673], [-1.763, 0.803, 3.106], [-1.063, -0.577, 3.652], [0.070, -1.217, 2.655], [0.578, -0.192, 1.457], [1.711, -0.985, 0.578], [0.980, -1.899, -0.378], [1.224, -1.562, -1.831], [0.059, -2.404, -2.687], [-1.061, -2.584, -1.705], [-2.174, -3.330, -2.312], [-2.600, -4.344, -1.277], [-1.867, -3.969, -3.613], [-3.328, -2.358, -2.384], [2.744, -1.978, -2.369], [3.881, -1.695, -1.690], [2.952, -2.658, -3.690], [1.017, 0.014, -2.230], [1.468, 0.278, -3.819], [-0.518, 0.574, -2.086], [-0.417, 2.201, -1.787], [1.493, 3.356, 2.717], [0.690, 4.829, 1.850], [0.780, 3.146, 0.970], [-1.723, 3.252, 1.800], [-1.216, 4.302, 3.283], [-1.346, 2.402, 4.726], [0.209, 1.724, 3.799], [-2.833, 0.864, 3.632], [-1.974, 0.823, 1.949], [-0.566, -0.332, 4.709], [-1.954, -1.327, 3.913], [-0.440, -2.160, 2.135], [0.967, -1.666, 3.293], [0.897, 0.867, 1.840], [-0.362, -0.032, 0.740], [2.535, -0.310, 0.096], [2.284, -1.699, 1.344], [1.315, -2.889, -0.184], [0.555, -3.419, -2.994], [-0.392, -1.787, -3.573], [1.702, 0.766, -1.606], [2.641, 0.478, -3.909], [1.266, -0.665, -4.505], [0.839, 1.182, -4.244], [-1.187, -0.001, -1.317], [-1.024, 0.475, -3.155], [0.667, 2.645, -2.011], [-0.662, 2.491, -0.676], [-1.215, 2.733, -2.493], [-2.637, -1.278, 1.962]]}


No. 2
{"formula": "C16H29F6GeNO9S4Ti", "method": "wB97M-V/def2-TZVPD", "multiplicity": 1, "molar_mass_g_mol": 742.14, "homo_energy_ev": [-1.00, -1.00], "homo_lumo_gap_ev": [5.14, 5.14], "charge": -2, "relative_energy_kcal_mol": 66.0, "energy_ev": -176252.572, "elements": ["Ti", "C", "C", "O", "C", "C", "O", "C", "C", "O", "C", "C", "O", "H", "H", "H", "H", "H", "H", "H", "H", "H", "H", "H", "H", "H", "H", "H", "H", "F", "C", "F", "F", "S", "O", "O", "N", "S", "O", "O", "C", "F", "F", "F", "C", "O", "C", "S", "S", "H", "H", "H", "C", "Ge", "C", "C", "C", "H", "H", "H", "H", "H", "H", "H", "H", "H", "H"], "coordinates": [[-0.202, -0.512, -0.459], [3.043, -0.293, -1.141], [3.383, 0.617, 0.050], [2.247, 0.981, 0.797], [2.654, 1.901, 1.804], [1.454, 2.610, 2.430], [0.432, 2.917, 1.519], [0.569, 4.030, 0.695], [1.463, 3.830, -0.529], [1.096, 2.664, -1.220], [1.960, 2.397, -2.281], [1.788, 0.947, -2.759], [1.771, -0.014, -1.720], [2.968, -1.341, -0.848], [3.836, -0.192, -1.889], [3.845, 1.556, -0.305], [4.119, 0.113, 0.691], [3.335, 2.640, 1.349], [3.196, 1.369, 2.595], [1.800, 3.512, 2.961], [0.992, 1.919, 3.126], [0.948, 4.899, 1.260], [-0.445, 4.231, 0.343], [2.517, 3.768, -0.219], [1.365, 4.710, -1.188], [2.999, 2.553, -1.953], [1.770, 3.086, -3.120], [2.599, 0.727, -3.463], [0.828, 0.822, -3.259], [-1.572, -4.110, -1.538], [-1.916, -2.863, -1.861], [-3.091, -2.962, -2.514], [-2.203, -2.205, -0.700], [-0.614, -1.958, -2.976], [-0.761, -0.594, -2.348], [-1.297, -1.966, -4.258], [0.712, -2.628, -2.927], [1.135, -3.377, -1.244], [2.582, -3.118, -1.276], [0.415, -2.243, -0.418], [1.484, -4.804, 0.474], [2.480, -4.859, 1.447], [0.401, -5.412, 1.094], [1.901, -5.806, -0.411], [0.371, -4.043, 3.617], [-0.269, -3.108, 2.761], [0.076, -1.820, 2.835], [1.239, -1.286, 3.907], [-0.955, -0.806, 1.888], [-0.147, -4.987, 3.473], [0.302, -3.714, 4.657], [1.423, -4.155, 3.359], [-4.323, 2.740, -0.538], [-3.479, 0.954, -0.056], [-4.692, -0.347, -0.984], [-3.979, 0.772, 1.863], [-1.629, 0.950, -0.546], [-5.391, 2.742, -0.305], [-4.207, 2.953, -1.602], [-3.854, 3.554, 0.019], [-5.713, 0.037, -1.027], [-4.696, -1.291, -0.439], [-4.342, -0.543, -1.997], [-5.066, 0.755, 1.971], [-3.577, 1.599, 2.451], [-3.563, -0.148, 2.267], [-1.514, 1.653, -1.381]]}


No. 3
{"formula": "C16H29FNO3S", "method": "wB97M-V/def2-TZVPD", "multiplicity": 1, "molar_mass_g_mol": 334.48, "homo_energy_ev": -12.37, "homo_lumo_gap_ev": 7.73, "charge": 1, "energy_ev": -38238.654, "elements": ["C", "O", "C", "C", "C", "C", "C", "C", "C", "C", "O", "F", "S", "C", "N", "C", "C", "C", "C", "C", "O", "C", "H", "H", "H", "H", "H", "H", "H", "H", "H", "H", "H", "H", "H", "H", "H", "H", "H", "H", "H", "H", "H", "H", "H", "H", "H", "H", "H", "H", "H"], "coordinates": [[3.743, -2.161, 1.979], [3.982, -1.630, 0.681], [2.772, -1.057, 0.221], [2.995, 0.007, -0.884], [1.772, 0.137, -1.869], [1.180, 1.583, -1.951], [-0.302, 1.733, -1.506], [-0.551, 1.904, 0.034], [0.653, 2.386, 0.941], [0.943, 3.877, 0.712], [0.976, 4.589, 1.609], [1.202, 4.359, -0.513], [-1.707, 3.403, 0.169], [-2.075, 2.886, 1.843], [-1.912, 1.612, 1.992], [-1.590, 0.924, 0.704], [-2.976, 0.745, 0.020], [-0.849, -0.454, 0.839], [-1.167, -1.502, -0.265], [-2.201, -2.606, 0.157], [-1.790, -3.837, -0.400], [-2.438, -4.103, -1.651], [3.528, -1.363, 2.722], [2.857, -2.827, 1.959], [4.623, -2.703, 2.354], [2.314, -0.526, 1.094], [2.050, -1.849, -0.069], [3.224, 0.958, -0.377], [3.890, -0.323, -1.439], [2.198, -0.085, -2.863], [1.022, -0.649, -1.690], [1.867, 2.276, -1.444], [1.207, 1.886, -3.013], [-0.924, 0.925, -1.924], [-0.672, 2.656, -1.993], [1.587, 1.861, 0.656], [0.500, 2.164, 2.001], [-2.343, 3.583, 2.642], [-2.007, 1.073, 2.850], [-3.438, -0.179, 0.412], [-3.692, 1.553, 0.212], [-2.888, 0.586, -1.066], [0.232, -0.240, 0.771], [-0.991, -0.882, 1.853], [-0.223, -2.037, -0.469], [-1.486, -1.072, -1.226], [-2.143, -2.724, 1.255], [-3.206, -2.287, -0.177], [-2.297, -3.289, -2.389], [-3.506, -4.285, -1.444], [-1.942, -4.996, -2.060]]}


No. 4
{"formula": "C16H29MoN2OPSSi", "method": "wB97M-V/def2-TZVPD", "multiplicity": 3, "molar_mass_g_mol": 452.49, "homo_energy_ev": [-6.92, -7.29], "homo_lumo_gap_ev": [6.73, 6.74], "relative_energy_kcal_mol": 12.4, "energy_ev": -51942.954, "elements": ["Mo", "Si", "P", "N", "H", "C", "H", "H", "H", "C", "H", "H", "H", "C", "H", "H", "H", "C", "H", "H", "H", "H", "H", "C", "C", "C", "C", "C", "C", "H", "H", "H", "H", "H", "C", "O", "C", "H", "H", "H", "C", "H", "H", "H", "S", "C", "C", "N", "C", "H", "H", "H"], "coordinates": [[0.207, 0.191, -0.706], [0.794, -0.601, -2.899], [1.221, -1.729, 0.645], [1.249, 1.668, -0.658], [-0.935, -3.004, 0.966], [1.638, -1.668, 2.443], [2.449, -2.330, 2.715], [0.764, -1.949, 3.018], [1.951, -0.673, 2.798], [1.680, -3.295, 0.047], [2.405, -3.824, 0.658], [2.118, -3.300, -0.956], [0.851, -3.948, -0.018], [2.869, -0.766, 0.165], [3.739, -1.342, 0.459], [2.979, 0.228, 0.628], [2.982, -0.587, -0.917], [-0.221, -2.158, -3.494], [-1.311, -1.988, -3.392], [0.053, -3.041, -2.890], [0.030, -2.352, -4.555], [0.519, 0.426, -3.969], [2.152, -1.119, -2.976], [2.070, 2.812, -0.717], [2.828, 4.870, 0.271], [2.113, 3.677, 0.386], [2.822, 3.096, -1.899], [3.517, 4.290, -1.970], [3.515, 5.165, -0.898], [2.827, 5.558, 1.088], [1.545, 3.398, 1.258], [2.725, 2.334, -2.694], [4.034, 4.497, -2.900], [4.045, 6.098, -1.010], [-1.832, -2.610, 0.432], [-1.691, -2.140, -0.826], [-2.413, -1.640, 1.435], [-2.641, -2.296, 2.297], [-3.306, -1.067, 1.133], [-1.644, -0.935, 1.714], [-2.475, -4.015, 0.429], [-2.293, -4.276, 1.473], [-1.895, -4.658, -0.274], [-3.552, -3.976, 0.208], [-3.352, 2.705, -0.014], [-3.876, 1.533, -1.095], [-2.885, 0.625, -1.323], [-1.713, 0.983, -0.614], [-1.901, 2.001, 0.258], [-4.811, 1.487, -1.596], [-2.883, -0.301, -1.929], [-1.120, 2.347, 0.870]]}